12
Properties=species:S:1:pos:R:3:forces:R:3 method="wB97M-V/def2-TZVPD" spin_multiplicity=3 orbital_gap_ev="7.04 / 6.57"
C -0.904 0.047 -1.029 -0.12 0.79 0.12
C -1.669 -0.687 -1.793 -0.57 3.36 1.60
C 1.307 -0.354 0.776 1.33 2.01 0.11
C 0.451 0.846 1.227 0.69 -0.38 -3.41
O 0.869 -0.974 -0.310 -0.19 -2.29 -0.26
S -0.437 1.459 -0.214 -1.42 -0.36 -1.36
H -2.620 -0.239 -1.947 -1.29 0.06 -0.58
H -1.485 -1.565 -2.273 0.92 -2.49 -0.98
H 2.321 -0.091 0.481 0.49 0.79 1.06
H 1.300 -0.871 1.696 0.29 -1.98 0.90
H -0.195 0.753 2.013 -1.57 -0.77 2.06
H 1.063 1.675 1.372 1.43 1.26 0.76


42
Properties=species:S:1:pos:R:3:forces:R:3 method="wB97M-V/def2-TZVPD" spin_multiplicity=1 orbital_gap_ev=8.90 smiles="C[Si@](CCF)(CCCCl)P(O)O.CCOC(=O)OC"
C -0.536 1.899 -0.440 0.28 -0.68 -0.29
Si -0.028 0.884 -1.950 0.37 0.64 0.21
C 1.783 0.386 -1.729 -0.23 0.34 0.21
C 2.125 -0.198 -0.387 0.46 -0.36 -0.20
F 3.356 -0.874 -0.459 -0.13 0.06 0.05
C -0.172 1.849 -3.574 -0.11 -0.05 0.76
C -0.981 3.141 -3.469 0.25 -0.07 -0.55
C -0.128 4.281 -2.988 -0.46 0.23 0.17
Cl -1.171 5.702 -2.665 0.11 0.14 0.08
P -1.437 -0.862 -2.191 -0.77 -0.64 -0.61
O -2.679 -0.425 -1.203 0.33 0.18 0.49
O -0.767 -2.115 -1.336 0.64 0.15 0.08
H 0.103 2.761 -0.306 0.00 0.37 0.03
H -0.380 1.268 0.430 0.02 -0.17 0.33
H -1.582 2.169 -0.449 -0.24 0.31 -0.08
H 2.120 -0.259 -2.527 -0.03 -0.45 -0.26
H 2.358 1.299 -1.841 0.18 0.31 -0.16
H 1.401 -0.922 -0.020 -0.09 -0.11 0.19
H 2.253 0.578 0.355 -0.15 0.16 0.29
H -0.610 1.197 -4.317 -0.10 -0.24 -0.27
H 0.832 2.088 -3.908 0.33 0.01 -0.23
H -1.861 3.057 -2.849 -0.24 -0.17 0.23
H -1.313 3.416 -4.461 -0.37 0.07 -0.29
H 0.579 4.583 -3.739 0.34 0.09 -0.24
H 0.390 4.044 -2.075 0.20 0.02 0.36
H -2.367 -0.240 -0.299 -0.27 0.01 -0.25
H 0.140 -1.933 -1.048 -0.32 -0.17 0.05
C -1.376 -3.881 1.909 0.21 0.01 -0.06
C -1.752 -3.211 3.211 -0.28 -0.12 -0.26
O -0.605 -3.049 4.062 0.08 0.15 0.05
C 0.187 -2.024 3.757 -0.07 -0.05 0.15
O 0.015 -1.226 2.868 0.05 -0.01 -0.05
O 1.203 -2.014 4.621 -0.04 0.00 -0.05
C 2.163 -0.978 4.400 0.15 0.08 0.03
H -0.864 -4.826 2.093 -0.09 -0.04 0.05
H -2.263 -4.073 1.307 -0.02 0.01 0.00
H -0.705 -3.246 1.332 -0.07 0.03 -0.04
H -2.451 -3.826 3.774 0.14 -0.02 0.14
H -2.222 -2.244 3.039 0.10 0.07 0.01
H 1.681 -0.004 4.349 -0.05 -0.01 -0.07
H 2.719 -1.168 3.483 -0.05 0.04 -0.05
H 2.842 -1.002 5.246 -0.05 -0.10 0.03


144
Properties=species:S:1:pos:R:3:forces:R:3 method="wB97M-V/def2-TZVPD" spin_multiplicity=1 orbital_gap_ev=8.95 smiles="COC(=O)OC.COC(=O)OC.COC(=O)OC.COC(=O)OC.COC(=O)OC.COC(=O)OC.CNC(C)=O.CNC(C)=O.CNC(C)=O.CNC(C)=O.CNC(C)=O.CNC(C)=O"
C 2.451 4.520 2.232 -0.07 -0.12 -0.09
O 1.487 4.629 3.269 -0.62 0.69 1.01
C 1.850 5.455 4.284 -3.76 -1.95 -0.68
O 2.894 5.952 4.397 2.66 1.49 0.55
O 0.770 5.596 5.143 1.85 -0.32 -1.35
C 1.192 6.327 6.282 -0.15 1.13 0.54
H 2.433 5.382 1.569 -0.09 0.08 0.00
H 2.185 3.625 1.699 -0.07 -0.25 -0.40
H 3.427 4.408 2.660 0.62 -0.04 0.14
H 0.280 6.442 6.869 0.32 0.05 0.18
H 1.627 7.317 6.028 -0.57 -0.48 -0.10
H 1.993 5.829 6.820 -0.15 -0.42 0.16
C 5.793 3.359 -0.166 0.90 2.01 3.27
O 5.516 2.488 -1.140 -0.41 -1.96 -2.47
C 4.233 2.331 -1.502 -0.25 -0.40 -0.30
O 3.246 2.767 -0.956 0.51 0.19 0.18
O 4.229 1.568 -2.575 2.36 0.11 0.44
C 2.998 1.184 -3.088 -1.07 -0.25 0.32
H 6.194 2.881 0.749 -0.29 -0.21 -0.41
H 4.878 3.852 0.105 -0.28 0.66 0.42
H 6.563 4.099 -0.416 -0.26 -0.16 -0.55
H 2.383 0.956 -2.221 -0.52 -0.33 -0.33
H 3.164 0.298 -3.717 -0.15 0.54 0.09
H 2.606 2.061 -3.587 -0.54 -0.22 -0.57
C 1.130 1.012 4.644 -0.46 1.41 0.65
O 0.937 1.172 6.068 -0.16 -0.41 -0.65
C 1.797 1.980 6.674 -2.29 -1.30 1.99
O 2.720 2.518 6.182 1.65 1.23 -0.52
O 1.369 2.001 7.980 0.94 0.95 -0.67
C 2.151 2.819 8.900 -1.72 -0.20 -0.08
H 2.060 0.515 4.425 0.24 0.07 -0.11
H 0.988 2.004 4.184 0.73 -0.28 -0.07
H 0.290 0.458 4.313 -0.60 -0.96 -0.22
H 2.012 2.285 9.848 0.38 0.50 -0.17
H 1.777 3.865 8.955 -0.13 -0.75 -0.04
H 3.145 2.876 8.557 1.32 -0.19 -0.14
C 2.931 0.454 1.619 0.16 0.79 -0.05
O 1.615 -0.077 1.780 0.04 0.73 1.61
C 1.082 -0.545 0.691 -1.31 -1.43 -1.35
O 1.576 -0.582 -0.402 0.72 0.44 -0.65
O -0.110 -1.077 0.954 -1.22 -0.08 0.56
C -0.869 -1.628 -0.188 1.43 -0.05 0.55
H 3.394 0.591 2.618 -0.53 -0.06 -0.69
H 2.894 1.395 1.029 0.04 -0.47 0.54
H 3.456 -0.270 1.038 0.85 -0.37 -0.30
H -0.249 -2.403 -0.599 0.12 -0.46 -0.31
H -0.957 -0.852 -0.913 -0.37 0.58 -0.58
H -1.821 -2.056 0.112 0.13 0.40 0.54
C 4.031 -8.670 2.315 -0.28 2.14 -0.93
O 2.867 -7.803 2.455 -0.06 0.14 0.59
C 2.810 -6.619 1.846 0.22 -0.95 -0.72
O 3.523 -6.272 0.935 0.54 -0.22 0.28
O 1.768 -5.938 2.305 0.38 0.14 0.32
C 1.415 -4.858 1.424 -0.12 -0.38 -0.62
H 4.291 -8.762 1.247 -0.38 -0.48 0.43
H 3.673 -9.536 2.832 0.50 -0.67 0.00
H 4.886 -8.149 2.761 -0.16 -0.46 0.32
H 0.589 -5.270 0.843 -0.17 0.59 -0.15
H 2.268 -4.669 0.757 -0.48 0.29 0.31
H 1.134 -3.985 2.005 -0.04 -0.08 0.10
C -4.307 0.007 -1.090 -0.60 0.90 0.62
O -4.683 -0.564 -2.336 -0.25 0.94 -0.33
C -5.489 0.214 -3.071 0.13 -1.25 -0.73
O -5.839 1.359 -2.895 0.32 -1.16 0.03
O -5.855 -0.604 -4.113 0.54 1.15 1.36
C -6.850 -0.033 -4.915 -0.54 0.79 -0.63
H -3.600 -0.670 -0.634 0.02 0.08 0.10
H -5.213 0.121 -0.482 0.23 -0.39 0.18
H -3.949 1.041 -1.183 0.40 -0.41 -0.27
H -6.536 0.909 -5.390 0.08 -0.19 0.31
H -7.748 0.176 -4.312 0.15 -0.25 -0.44
H -6.985 -0.752 -5.704 -0.55 -0.24 -0.19
C 3.231 -2.638 -2.851 -1.40 -1.53 1.34
N 3.964 -2.503 -4.049 1.37 -0.29 -1.25
C 3.490 -2.915 -5.288 -0.32 0.36 -0.31
C 4.585 -3.252 -6.379 -1.48 -0.19 2.10
O 2.282 -3.007 -5.509 1.70 -0.17 0.17
H 2.190 -2.864 -3.102 0.10 0.45 0.09
H 3.298 -1.780 -2.198 -0.12 0.37 0.02
H 3.550 -3.533 -2.252 0.03 0.65 -0.46
H 4.959 -2.541 -3.862 -0.12 0.00 -0.73
H 5.471 -2.658 -6.303 0.63 0.31 0.39
H 4.159 -3.068 -7.333 -0.48 -0.23 -0.82
H 4.797 -4.314 -6.186 0.14 0.28 -0.48
C -0.410 -3.636 -3.460 1.05 0.02 0.27
N -1.744 -4.058 -3.267 -1.57 -1.26 1.28
C -2.079 -4.930 -2.240 -0.28 -0.40 -0.65
C -3.434 -5.687 -2.492 0.48 1.19 -0.34
O -1.368 -5.179 -1.259 -0.70 0.57 -1.43
H 0.254 -4.465 -3.653 0.23 -0.56 0.16
H -0.038 -3.119 -2.586 0.16 0.25 0.18
H -0.292 -3.027 -4.322 -0.35 0.69 -0.61
H -2.462 -3.857 -3.954 0.45 -0.14 0.10
H -4.290 -4.984 -2.497 0.42 -0.26 0.18
H -3.537 -6.403 -1.705 -0.22 -0.38 0.48
H -3.468 -6.204 -3.466 0.35 0.26 0.37
C -2.081 3.659 4.264 1.23 -1.19 0.01
N -2.616 3.862 2.962 -1.40 0.50 -2.32
C -2.345 3.172 1.810 2.06 -1.21 1.04
C -1.303 2.017 1.948 -0.77 -0.34 -0.13
O -2.792 3.438 0.706 -0.71 0.64 0.80
H -1.229 4.311 4.440 -0.10 0.14 0.37
H -1.711 2.626 4.280 0.18 0.40 0.19
H -2.802 3.657 5.065 -0.50 0.59 0.13
H -3.217 4.656 2.743 0.19 -0.18 0.51
H -1.496 1.274 1.152 0.11 0.51 0.25
H -1.378 1.465 2.893 -0.05 0.18 -0.32
H -0.265 2.365 1.877 -0.30 0.23 -0.07
C -0.142 2.667 -1.496 0.30 -0.61 -0.58
N -1.571 2.887 -1.654 0.40 0.89 1.45
C -2.081 3.182 -2.835 -1.41 -1.10 -1.85
C -3.483 3.751 -2.955 -0.38 -0.05 0.78
O -1.537 2.808 -3.863 1.04 0.10 -1.15
H 0.161 1.768 -2.099 -0.06 1.01 0.52
H 0.071 2.465 -0.446 -0.08 -0.08 -0.06
H 0.449 3.567 -1.777 -0.28 -0.69 -0.09
H -2.072 3.231 -0.841 0.14 -0.16 0.05
H -3.880 3.828 -1.925 -0.27 0.34 -0.61
H -4.146 3.066 -3.544 0.79 0.50 0.55
H -3.464 4.729 -3.475 0.06 -0.50 0.45
C 0.427 -0.502 -4.615 1.49 0.27 -0.32
N -0.865 -0.002 -4.901 -1.07 2.14 0.81
C -1.695 -0.674 -5.685 -1.32 0.81 -0.25
C -3.045 -0.006 -6.000 0.56 -1.15 -0.60
O -1.393 -1.745 -6.145 -0.06 -1.96 -0.91
H 0.565 -0.654 -3.540 0.11 -0.32 -0.10
H 1.220 0.189 -4.964 -0.42 -0.02 0.24
H 0.590 -1.402 -5.224 -0.11 0.14 0.65
H -1.215 0.906 -4.547 0.78 -0.62 -0.14
H -2.936 1.073 -6.097 -0.47 0.00 0.46
H -3.831 -0.431 -5.373 0.19 0.73 0.62
H -3.356 -0.435 -6.952 0.30 0.27 -0.38
C -3.912 0.690 3.682 -2.02 1.43 0.54
N -2.998 -0.381 3.716 0.91 -0.29 0.88
C -2.941 -1.308 2.728 -0.43 0.54 0.78
C -2.133 -2.502 3.132 1.03 -0.25 -0.80
O -3.606 -1.153 1.723 0.37 -0.50 -0.61
H -4.010 1.126 2.696 0.00 -0.34 -0.39
H -3.635 1.543 4.300 0.46 -0.30 0.25
H -4.951 0.446 4.041 0.84 -0.19 -0.47
H -2.551 -0.630 4.590 -0.25 0.27 -0.24
H -1.128 -2.554 2.646 -0.80 0.32 0.35
H -2.687 -3.340 2.750 -0.16 -0.68 0.14
H -2.006 -2.541 4.219 -0.04 -0.22 -0.29


20
Properties=species:S:1:pos:R:3:forces:R:3 method="wB97M-V/def2-TZVPD" charge=+1 spin_multiplicity=1 orbital_gap_ev=2.95
C 2.046 -0.149 -0.256 0.10 -0.14 -0.13
C 1.003 0.976 -0.261 -0.07 -0.21 -0.44
C -0.129 0.817 0.711 -0.51 0.20 0.72
B -1.435 -0.116 0.132 0.69 -0.12 -1.06
N -2.156 0.246 -1.042 0.49 0.40 -0.60
P -1.067 -2.038 0.119 0.34 -0.21 -0.22
S -2.250 -2.152 1.694 -0.29 0.71 0.09
H 3.054 0.203 0.007 -0.17 0.03 0.05
H 2.174 -0.610 -1.239 -0.17 -0.02 0.14
H 1.799 -0.921 0.477 0.06 0.08 -0.10
H 1.524 1.971 -0.009 -0.75 -0.56 -0.17
H 0.637 1.161 -1.275 0.08 0.08 0.13
H 0.212 0.443 1.683 -0.08 -0.03 -0.14
H -0.627 1.772 0.911 0.09 -0.08 -0.11
H -2.199 -0.006 1.170 0.14 -0.41 0.75
H -1.995 -0.229 -1.919 -0.19 -0.10 0.10
H -2.303 1.229 -1.239 -0.54 -0.08 0.34
H -1.524 -2.694 -1.036 0.00 -0.05 0.09
H 0.238 -2.516 0.280 -0.07 -0.05 0.07
Mg 2.998 2.612 1.091 0.84 0.57 0.50


35
Properties=species:S:1:pos:R:3:forces:R:3 method="wB97M-V/def2-TZVPD" charge=+1 spin_multiplicity=1 orbital_gap_ev=9.02
C -2.605 -3.332 -2.090 0.32 0.93 0.51
C -1.583 -2.197 -2.130 -0.94 -1.29 -0.20
C -0.740 -1.952 -3.157 0.57 0.73 0.07
N 0.004 -0.803 -2.797 -1.60 -1.70 0.09
C -0.435 -0.434 -1.609 2.10 3.00 1.53
C 0.145 0.822 -0.948 -1.82 -0.09 -0.08
C -1.061 1.851 -0.828 -0.06 -0.83 -0.06
O -1.170 2.407 0.474 0.42 0.34 -0.70
N -1.393 -1.219 -1.118 0.70 -1.17 -2.09
C -2.131 -1.105 0.135 -0.83 0.75 0.72
C -1.244 -0.678 1.348 0.78 -0.33 0.10
O -0.441 -1.459 1.791 -0.44 0.20 -0.32
H -2.935 -3.471 -1.046 0.06 -0.24 -0.56
H -2.139 -4.257 -2.462 -0.33 0.38 0.14
H -3.480 -3.045 -2.699 0.36 -0.33 0.26
H -0.605 -2.457 -4.109 -0.07 0.12 0.44
H 0.730 -0.334 -3.321 -0.09 -0.07 0.13
H 0.533 0.591 0.060 -0.03 0.20 -0.73
H 0.922 1.291 -1.564 0.02 -0.59 0.33
H -2.006 1.304 -1.011 0.35 0.41 0.14
H -0.991 2.599 -1.636 0.05 -0.09 0.50
H -0.554 3.153 0.490 -0.16 -0.08 0.32
H -2.978 -0.407 -0.016 0.50 -0.19 0.11
H -2.592 -2.065 0.423 0.53 0.25 -0.38
H -1.303 0.341 1.794 -0.52 -0.36 -0.46
C 4.246 0.948 2.548 0.14 0.04 -0.02
S 2.561 0.812 1.943 0.16 -0.08 0.32
O 2.529 1.414 0.576 0.03 0.17 0.07
C 1.852 2.017 3.075 -0.02 0.13 0.00
H 4.879 0.297 1.947 -0.09 -0.02 -0.02
H 4.592 1.978 2.455 -0.08 0.01 -0.04
H 4.286 0.629 3.590 -0.06 -0.03 -0.02
H 2.348 2.980 2.949 0.04 -0.04 -0.05
H 1.966 1.665 4.100 0.00 -0.05 -0.03
H 0.792 2.121 2.844 0.02 -0.07 -0.03


20
Properties=species:S:1:pos:R:3:forces:R:3 method="wB97M-V/def2-TZVPD" spin_multiplicity=1 orbital_gap_ev=10.93 smiles="C[C@@H](O)C#N.C=O.CO"
C 1.486 1.527 2.081 -0.13 0.12 -0.13
C 0.208 1.827 1.285 0.66 0.68 0.16
O 0.464 2.108 -0.067 0.05 0.05 -0.05
C -0.683 0.680 1.380 -0.42 -0.55 -0.24
N -1.304 -0.282 1.303 -0.19 -0.03 0.28
H 1.974 0.649 1.661 -0.02 -0.02 0.01
H 1.252 1.343 3.128 0.01 -0.02 0.07
H 2.160 2.377 2.003 -0.03 0.04 0.01
H -0.304 2.707 1.696 0.10 -0.20 -0.04
H 0.869 1.307 -0.459 -0.11 -0.02 0.03
C 0.992 -1.348 -1.474 0.54 0.46 0.29
O 1.217 -0.495 -0.622 0.35 -0.13 -0.40
H 0.631 -1.080 -2.476 -0.06 0.01 -0.01
H 1.363 -2.375 -1.362 -0.02 0.05 0.01
C -1.952 -1.447 -1.638 -0.14 0.13 0.08
O -0.871 -2.009 -0.916 -0.13 -0.07 0.90
H -2.897 -1.721 -1.167 -0.04 0.03 -0.09
H -1.878 -0.356 -1.681 0.00 -0.04 -0.02
H -1.913 -1.853 -2.648 -0.06 -0.01 0.03
H -0.815 -1.560 -0.027 -0.36 -0.49 -0.89


It is found that the E values, taken in the order of the records, are -17121.131; -53388.616; -96679.079; -31030.665; -30628.607; -12994.240 eV.
It is found that the max |F| values, taken in the order of the records, are 0.0732; 0.0228; 0.0834; 0.0248; 0.0771; 0.0210 Eh/bohr.